# 1
86
Properties=species:S:1:pos:R:3 method="wB97M-V/def2-TZVPD" energy_ev=-144694.906 gap_ha="0.2235 / 0.2150" homo_energy_ev="-9.967 / -9.957" charge=+1 relative_energy_kj_mol=324.8 multiplicity=2
Ir -0.65903 -1.13642 -1.37304
N -2.61997 -4.05380 1.04143
C -1.72516 -3.54251 0.18321
S -2.19559 -3.39549 -1.49448
N -0.51364 -3.32088 0.57071
N 0.30797 -2.63102 -0.27120
C 1.55061 -2.98575 -0.23033
C 2.63800 -2.45333 -0.96607
C 3.87336 -3.13337 -0.90013
C 4.97304 -2.71162 -1.59448
C 4.88651 -1.53556 -2.35773
C 3.71596 -0.83214 -2.42476
C 2.53366 -1.27057 -1.76107
O 1.45728 -0.57881 -1.89183
H -3.56944 -4.17819 0.74339
H -2.39443 -4.14249 2.01734
H 1.77309 -3.82885 0.41979
H 3.93096 -4.02812 -0.29140
H 5.89676 -3.27136 -1.56479
H 5.76148 -1.18680 -2.89074
H 3.63535 0.07979 -3.00274
Cl -5.91579 3.47726 1.02165
C -4.87691 2.14481 0.65669
C -4.97269 0.96455 1.41398
C -4.12896 -0.08020 1.14817
C -3.17214 -0.02946 0.09979
O -2.42681 -1.05542 -0.08783
C -3.09856 1.17965 -0.67378
C -2.20375 1.35376 -1.74741
N -1.56414 0.39880 -2.37715
C -1.03217 0.58487 -3.64350
C -1.21224 1.68784 -4.46553
C -0.56185 1.76360 -5.69956
C 0.22945 0.73949 -6.15477
C 0.35016 -0.44323 -5.40017
C 1.09385 -1.56962 -5.80990
C 1.10411 -2.69733 -5.02959
C 0.40516 -2.70362 -3.82172
N -0.25335 -1.64634 -3.39235
C -0.29968 -0.51612 -4.14736
C -3.95870 2.24946 -0.35010
H -5.70480 0.89447 2.20648
H -4.18887 -0.99868 1.71652
H -2.08962 2.37720 -2.09703
H -1.85301 2.50129 -4.15892
H -0.67979 2.65643 -6.29803
H 0.74451 0.81954 -7.10198
H 1.65801 -1.52905 -6.73227
H 1.63843 -3.58563 -5.33134
H 0.37517 -3.58118 -3.18891
H -3.90684 3.16570 -0.92460
O -0.16550 0.30136 0.33907
As 0.16155 0.88092 1.84141
C 2.05280 0.83230 2.17549
C 2.54355 1.19126 3.42671
C 3.90889 1.15966 3.65293
C 4.77277 0.76880 2.63694
C 4.27845 0.40887 1.39070
C 2.91269 0.44780 1.15733
C -0.40135 2.72015 1.88305
C 0.53273 3.73313 1.70097
C 0.10765 5.05094 1.63642
C -1.24611 5.34608 1.72111
C -2.18074 4.33058 1.87564
C -1.75813 3.01335 1.95949
C -0.65269 -0.12247 3.27966
C -0.33317 -1.47539 3.35047
C -0.78343 -2.23229 4.41881
C -1.55095 -1.63820 5.41308
C -1.86804 -0.28968 5.34089
C -1.41513 0.47492 4.27560
H 1.85309 1.48954 4.20859
H 4.30673 1.43292 4.62091
H 5.83876 0.74749 2.81846
H 4.95691 0.09895 0.60691
H 2.48983 0.19324 0.19361
H 1.58406 3.48347 1.61505
H 0.83104 5.84715 1.52445
H -1.57602 6.37467 1.66483
H -3.23582 4.56395 1.93604
H -2.47180 2.20571 2.08091
H 0.27332 -1.91821 2.56728
H -0.52945 -3.28144 4.49174
H -1.89573 -2.22558 6.25344
H -2.45988 0.16608 6.12312
H -1.63579 1.53440 4.22834

# 2
55
Properties=species:S:1:pos:R:3 method="wB97M-V/def2-TZVPD" smiles="CCOC(=O)N1CCN(C(=O)c2ccccc2NC(=O)c2ccc(OC)cc2)CC1" energy_ev=-37929.255 gap_ha=0.3306 homo_energy_ev=-8.400 charge=0 relative_energy_kj_mol=104.0
C 5.05198 5.65862 2.47575
C 3.57007 5.45722 2.19555
O 3.32336 4.22047 1.52703
C 3.27241 3.12628 2.31821
O 3.35054 3.15352 3.52370
N 3.14494 1.98328 1.59888
C 2.91334 0.73160 2.28477
C 1.48206 0.25348 2.01293
N 1.25852 0.17810 0.58749
C 0.79123 -0.87553 -0.12101
O 0.41411 -0.72846 -1.28216
C 0.73175 -2.19915 0.55360
C 1.82158 -2.69245 1.26472
C 1.75944 -3.91819 1.89942
C 0.59182 -4.66257 1.83509
C -0.48410 -4.21680 1.09400
C -0.41846 -3.00131 0.41393
N -1.43408 -2.55369 -0.41620
C -2.72347 -2.99661 -0.51059
O -3.18965 -3.87331 0.19241
C -3.53598 -2.31691 -1.55682
C -3.18913 -1.12762 -2.19027
C -4.01481 -0.56818 -3.14945
C -5.20993 -1.19011 -3.49973
O -6.08430 -0.73006 -4.43003
C -5.77994 0.45928 -5.11860
C -5.56837 -2.37951 -2.85883
C -4.74576 -2.92491 -1.90329
C 1.45467 1.45301 -0.07292
C 2.88863 1.93101 0.17741
H 5.40274 4.89516 3.16559
H 5.20816 6.63616 2.92265
H 5.62329 5.59292 1.55274
H 3.18882 6.22183 1.51527
H 3.00395 5.47419 3.13238
H 3.63454 -0.00763 1.92000
H 3.06813 0.89618 3.35168
H 0.78434 0.99019 2.43307
H 1.29626 -0.71012 2.48383
H 2.73714 -2.12006 1.29655
H 2.61526 -4.28788 2.44316
H 0.52800 -5.61122 2.34629
H -1.38235 -4.80607 1.01792
H -1.12889 -1.82446 -1.05417
H -2.27873 -0.59897 -1.94743
H -3.71422 0.35643 -3.61682
H -6.60630 0.61866 -5.80943
H -5.71035 1.31231 -4.43601
H -4.84766 0.36852 -5.68498
H -6.49904 -2.84988 -3.13358
H -5.01683 -3.84050 -1.39994
H 0.74559 2.18821 0.32556
H 1.27068 1.31486 -1.13934
H 3.59176 1.22285 -0.27585
H 3.04322 2.91780 -0.25411

# 3
42
Properties=species:S:1:pos:R:3 method="wB97M-V/def2-TZVPD" energy_ev=-93309.546 gap_ha="0.2393 / 0.2407" homo_energy_ev="-7.733 / -7.938" charge=0
Pt 0.51066 -0.33850 -1.39044
C 1.55725 -1.55644 2.70909
C 1.43977 -1.30793 1.24416
N 0.33681 -1.19328 0.60030
N -0.87229 -1.28924 1.20954
C -1.79985 -1.21014 0.23831
O -1.58421 -1.17031 -1.01256
C -3.21960 -1.21415 0.71396
C -4.25026 -1.07263 -0.20788
C -5.56967 -1.04521 0.22518
C -5.85996 -1.16143 1.57887
C -4.83096 -1.30731 2.50077
C -3.51292 -1.33164 2.07018
C 2.62823 -1.18501 0.36754
C 3.92124 -1.33235 0.84320
C 4.98713 -1.23230 -0.03320
C 4.74661 -1.01259 -1.37951
C 3.43803 -0.87356 -1.79327
N 2.41099 -0.95206 -0.94371
H 0.56112 -1.61821 3.13611
H 2.10275 -0.74760 3.20355
H 2.08748 -2.49021 2.91355
H -4.00169 -0.98441 -1.25771
H -6.37178 -0.93083 -0.49345
H -6.88907 -1.13707 1.91663
H -5.05569 -1.39897 3.55657
H -2.70013 -1.44226 2.77458
H 4.07943 -1.51719 1.89636
H 6.00169 -1.32973 0.33462
H 5.54964 -0.93485 -2.09855
H 3.17936 -0.68759 -2.82482
Cl -1.29164 1.16543 -3.28772
C -0.19363 2.24868 -2.48499
C 0.82323 1.66132 -1.73181
C 1.68929 2.54629 -1.10454
Cl 3.01009 1.94883 -0.13100
C 1.54366 3.93223 -1.21346
Cl 2.64846 4.99611 -0.42573
C 0.50353 4.46938 -1.96167
Cl 0.30390 6.17549 -2.08607
C -0.38106 3.61551 -2.61279
Cl -1.67593 4.24575 -3.55816

# 4
82
Properties=species:S:1:pos:R:3 method="wB97M-V/def2-TZVPD" energy_ev=-79006.430 gap_ha=0.1364 homo_energy_ev=-12.363 charge=+2 relative_energy_kj_mol=280.7
C 4.67631 0.74707 0.92376
C 3.85977 1.60065 0.12233
C 2.75867 2.03375 0.91970
H 4.09253 1.93784 -0.88935
C 2.89042 1.44402 2.20920
C 4.07663 0.65450 2.21434
H 4.51264 0.15644 3.08164
H 5.64184 0.32674 0.63606
H 2.00287 2.76851 0.63180
H 2.24232 1.63473 3.06680
Pb 2.36784 -0.97375 0.40071
Si -1.63071 -0.67578 -0.16064
C -1.01116 0.04640 -1.79490
C -1.37365 -0.51157 -3.02649
H -1.99265 -1.41158 -3.05976
C -0.99360 0.11710 -4.21535
H -1.32264 -0.28635 -5.17664
C -0.18298 1.25724 -4.18144
H 0.12692 1.74191 -5.11039
C 0.24340 1.77137 -2.95237
H 0.90795 2.63749 -2.90526
C -0.18057 1.17502 -1.76420
H 0.12785 1.59439 -0.79940
C -1.59633 0.83739 1.13033
C -1.77755 2.18073 0.79663
H -2.08563 2.46590 -0.21537
C -1.57092 3.17584 1.76569
H -1.71875 4.22482 1.49544
C -1.16687 2.82809 3.05831
H -0.98519 3.60395 3.80825
C -0.95487 1.48155 3.37878
H -0.62005 1.19550 4.37856
C -1.17826 0.49258 2.42075
H -1.01612 -0.56146 2.66842
H -0.22077 -0.81633 0.36191
Si -3.86515 -0.25297 -0.42815
C -4.81760 0.52783 0.94977
C -5.73283 1.55761 0.66815
H -6.08549 1.70010 -0.35626
C -6.14928 2.41042 1.69378
H -6.82252 3.23527 1.45659
C -5.70048 2.21063 3.00290
H -5.99256 2.90369 3.79149
C -4.90478 1.10038 3.30621
H -4.58415 0.91778 4.33400
C -4.51386 0.22747 2.29284
H -3.92282 -0.65995 2.53190
C -4.39274 0.42772 -2.08147
C -4.00287 1.70836 -2.51223
H -3.44728 2.37031 -1.84154
C -4.30738 2.13219 -3.80886
H -3.95413 3.10698 -4.15141
C -5.06032 1.31470 -4.65748
H -5.29746 1.65151 -5.66812
C -5.50657 0.06474 -4.21192
H -6.11266 -0.56674 -4.86465
C -5.16640 -0.38509 -2.93315
H -5.49904 -1.36402 -2.57734
H -3.92749 -1.75924 -0.39547
Cl -1.56674 -2.83632 -0.15291
N 5.16517 -3.56358 0.56625
C 5.16152 -2.86280 -0.63562
C 6.17101 -3.17633 -1.56360
C 6.19087 -2.52440 -2.79086
C 5.20396 -1.55846 -3.04979
C 4.25292 -1.28279 -2.08346
N 4.21030 -1.94774 -0.88900
C 4.54177 -3.37776 1.79577
C 5.03520 -4.12452 2.88090
C 4.45649 -3.96397 4.13430
C 3.39562 -3.05298 4.26754
C 2.95947 -2.35375 3.15561
N 3.50491 -2.52965 1.91417
H 5.89126 -4.27086 0.59882
H 6.90473 -3.92823 -1.27085
H 6.94809 -2.76087 -3.53541
H 5.16780 -1.01571 -3.99460
H 3.48683 -0.51365 -2.24372
H 5.86922 -4.80097 2.68817
H 4.81266 -4.53239 4.99089
H 2.90618 -2.87566 5.22603
H 2.14797 -1.62099 3.23392

# 5
40
Properties=species:S:1:pos:R:3 method="wB97M-V/def2-TZVPD" energy_ev=-24218.697 gap_ha=0.2567 homo_energy_ev=-16.002 charge=+2 relative_energy_kj_mol=268.3
C -5.54700 0.29920 0.34430
C -5.54700 1.60190 -0.46140
H -5.73520 -0.56590 -0.30080
H -6.32210 0.31170 1.11830
H -4.58370 0.14030 0.84110
H -4.67240 1.66190 -1.11840
H -6.44080 1.67950 -1.09000
H -5.52780 2.47620 0.19830
C 1.07440 -2.93950 0.11630
C 1.94070 -3.98490 -0.18230
C 3.02890 -3.73860 -1.01800
C 3.21080 -2.45690 -1.52410
H 0.20670 -3.06100 0.76050
H 1.75940 -4.96950 0.23560
H 3.72620 -4.53080 -1.27270
H 4.05090 -2.24520 -2.17560
N 1.24660 -1.69990 -0.37070
C 2.30320 -1.44760 -1.18590
C 2.41210 -0.06300 -1.67130
N 1.44150 0.79980 -1.24740
C 1.49000 2.08100 -1.66010
C 3.47950 1.69450 -2.93750
C 2.48340 2.56600 -2.49840
H 0.69520 2.72000 -1.29290
H 2.46940 3.60880 -2.79660
C 3.43700 0.37150 -2.51680
H 4.19940 -0.32600 -2.84360
H 4.27300 2.03760 -3.59370
Zr 0.00000 0.00000 0.00000
C -1.02000 1.75570 0.19400
H -1.31830 2.05080 -0.82060
H -0.31060 2.47740 0.61980
H -1.90310 1.69490 0.82960
C 1.46630 0.07550 4.21670
C 1.32210 -0.22460 2.76310
O 2.14980 -1.05870 2.18170
O 0.36590 0.35990 2.07610
H 2.31340 -0.49640 4.65090
H 0.53260 -0.20600 4.74760
H 1.65260 1.16070 4.35590

# 6
80
Properties=species:S:1:pos:R:3 method="wB97M-V/def2-TZVPD" energy_ev=-145418.959 gap_ha=0.2688 homo_energy_ev=-10.294 charge=+1 relative_energy_kj_mol=0.0
Hf 0.22909 0.87939 -0.48222
O -0.41240 3.33491 2.84146
C 0.48590 2.42681 2.51673
O 0.27036 1.51009 1.73187
C 1.79447 2.57470 3.28012
O 2.91000 2.11655 2.58046
C 3.27852 2.89119 1.44740
C 2.37368 2.49959 0.29343
O 1.37674 3.22188 0.15334
O 2.53020 1.38770 -0.28605
H -1.17709 3.15603 2.28794
H 1.67869 1.92770 4.17464
H 1.91598 3.60655 3.60519
H 4.31047 2.63453 1.23777
H 3.14683 3.97522 1.60871
I 1.48987 1.80603 -5.28522
C -0.25355 2.45851 -4.36781
C -1.40275 2.83894 -5.09783
C -2.57910 3.15907 -4.46592
I -4.15384 3.95015 -5.56280
C -2.72392 3.02281 -3.07752
C -3.86709 3.29551 -2.31894
C -3.84011 3.10405 -0.95487
C -2.69340 2.54965 -0.35276
N -1.63348 2.25139 -1.04718
C -1.60571 2.53249 -2.36999
C -0.37918 2.24447 -3.02373
O 0.55479 1.74814 -2.26132
H -1.32420 2.91680 -6.17075
H -4.74590 3.67005 -2.79756
H -4.71361 3.28116 -0.35184
H -2.69752 2.37136 0.71601
O -1.03721 -0.33285 -1.57201
S -0.19917 -1.22886 -2.67258
N 1.30079 -0.91900 -1.97797
C 1.48662 -3.11253 1.68588
As 1.85027 -1.44068 0.75318
C 3.65701 -0.96926 1.26389
C 1.86524 -1.99184 -1.17378
C 3.15611 -2.47305 -1.63431
C 4.13342 -1.63745 -2.17142
C 5.38101 -2.14837 -2.49310
C 5.65425 -3.48554 -2.26355
C 4.68578 -4.32688 -1.74186
C 3.44266 -3.81281 -1.43160
H 2.35631 -3.78093 1.58059
H 0.63299 -3.57749 1.19361
H 1.29505 -2.94349 2.73950
H 4.33602 -1.81877 1.30881
H 3.62548 -0.48776 2.24064
H 4.01234 -0.26890 0.51166
H 1.93599 -0.36173 -2.53656
H 1.11212 -2.79562 -1.16685
H 3.93019 -0.58372 -2.30419
H 6.13908 -1.51188 -2.95499
H 6.63730 -3.87474 -2.53547
H 4.87729 -5.38538 -1.59540
H 2.65788 -4.45917 -1.02889
C -4.01435 -1.15619 -0.52239
C -3.91363 -0.49278 0.84358
P -2.20152 -0.31279 1.40838
C -1.62124 -2.06251 1.62583
C -2.50773 -3.17774 2.15860
C -2.45451 0.32934 3.13637
C -3.61394 -0.13028 4.02737
H -5.06155 -1.28905 -0.77626
H -3.50537 -2.11722 -0.50955
H -3.51508 -0.56771 -1.27447
H -4.43281 -1.10197 1.58919
H -4.38550 0.48636 0.80638
H -0.72294 -2.00648 2.24026
H -1.28158 -2.35760 0.61674
H -2.72699 -3.04711 3.22190
H -1.97435 -4.14438 2.06087
H -3.45332 -3.24440 1.59567
H -2.47057 1.43034 3.07162
H -1.51370 0.08259 3.64856
H -4.59029 0.13547 3.58431
H -3.52175 0.34476 5.01694
H -3.58483 -1.21534 4.20608

# 7
17
Properties=species:S:1:pos:R:3 method="wB97M-V/def2-TZVPD" energy_ev=-9785.663 gap_ha=0.3850 homo_energy_ev=-13.827 charge=+1 relative_energy_kj_mol=61.5
N -0.21969 -1.48634 0.01841
C -0.64062 -1.98976 -1.10706
N -1.76289 -2.65726 -1.25151
H -0.78457 -1.55588 0.85667
H 0.48946 -0.73784 0.01907
H -0.01376 -1.86710 -1.98238
H -1.96543 -3.15583 -2.10711
H -2.36904 -2.85779 -0.46811
C 0.16575 2.69461 0.79863
C 0.71904 1.31881 1.06053
N 1.64530 0.81502 0.12977
O 0.34789 0.60396 1.96249
H -0.76187 2.61255 0.23172
H 0.87191 3.30352 0.23601
H -0.03365 3.18298 1.74872
H 1.84327 1.39290 -0.67581
H 2.46890 0.38343 0.52994

# 8
15
Properties=species:S:1:pos:R:3 method="wB97M-V/def2-TZVPD" smiles="Fc1ccccn1.O=NO" energy_ev=-15055.328 gap_ha=0.3779 homo_energy_ev=-9.906 charge=0 relative_energy_kj_mol=248.7
F 0.63383 -1.88107 1.07263
C -0.18332 -0.80466 0.91672
C -0.87099 -0.83387 -0.29778
C -1.48015 0.31244 -0.70636
C -1.39530 1.44954 0.04906
C -0.91798 1.28775 1.32960
N -0.24661 0.21795 1.73439
H -0.75628 -1.81126 -0.89593
H -2.04058 0.31911 -1.72027
H -1.92314 2.35873 -0.18768
H -0.77201 2.15773 1.92632
O 2.68316 0.79581 -0.66679
N 2.38843 -0.26619 -0.34886
O 2.70439 -1.28789 -1.31606
H 2.17656 -2.01413 -0.88901